No. 1
The following is a DFT calculation (the ωB97M-V functional and the def2-TZVPD basis) of 18 unconnected molecules or ions with the total composition C21H74F3O19 at a distorted geometry.

The HOMO-LUMO gap is 9.144 eV. As for the multiplicity: 1. As for the HOMO energy: -6.96 eV. Its total charge is -1. The largest force on an atom is 0.105 Eh/bohr. The total energy is -2573.34644 a.u.

Positions of all 117 atoms, in Å:
C (1.02, 1.02, -1.36)
C (0.42, 0.49, -0.12)
O (-0.27, -0.76, -0.38)
C (-0.60, -1.37, 0.72)
O (-1.72, -0.81, 1.21)
C (-0.85, -2.85, 0.44)
F (-0.89, -3.37, 1.72)
F (-1.95, -3.22, -0.27)
F (0.18, -3.44, -0.17)
H (0.30, 1.13, -2.18)
H (1.94, 0.48, -1.61)
H (1.41, 2.01, -1.07)
H (-0.25, 1.24, 0.35)
H (1.21, 0.25, 0.68)
H (0.15, -1.43, 1.42)
C (-2.39, 1.41, -1.36)
O (-2.78, 1.43, 0.01)
H (-2.08, 0.41, -1.57)
H (-1.55, 2.03, -1.64)
H (-3.17, 1.74, -1.97)
H (-2.30, 0.68, 0.32)
C (-3.05, 1.19, 3.02)
O (-3.61, 2.01, 3.91)
H (-2.40, 1.62, 2.23)
H (-3.83, 0.54, 2.49)
H (-2.47, 0.47, 3.60)
H (-4.51, 1.73, 4.11)
C (1.89, -3.40, 3.21)
O (0.75, -4.00, 3.72)
H (2.75, -3.85, 3.85)
H (1.89, -2.33, 3.27)
H (2.06, -3.56, 2.15)
H (0.06, -3.83, 3.12)
C (2.97, 2.36, -3.79)
O (3.31, 2.93, -2.56)
H (2.00, 1.88, -3.73)
H (3.74, 1.60, -4.09)
H (2.99, 3.15, -4.52)
H (2.56, 3.46, -2.22)
C (0.88, 0.17, -5.42)
O (1.53, -0.90, -4.81)
H (0.13, -0.03, -6.20)
H (1.56, 0.91, -5.93)
H (0.39, 0.73, -4.60)
H (0.93, -1.20, -4.12)
C (-4.36, -4.34, 1.86)
O (-5.26, -3.94, 0.82)
H (-4.39, -5.41, 1.72)
H (-4.68, -4.05, 2.89)
H (-3.34, -3.92, 1.71)
H (-5.06, -3.01, 0.74)
C (-0.06, 4.23, -2.42)
O (1.20, 4.20, -1.78)
H (-0.94, 4.19, -1.76)
H (-0.16, 3.30, -2.91)
H (-0.22, 4.90, -3.25)
H (1.13, 4.82, -0.99)
C (-2.19, 1.92, -4.41)
O (-2.44, 3.30, -4.32)
H (-3.10, 1.40, -4.34)
H (-1.44, 1.39, -3.74)
H (-1.75, 1.72, -5.36)
H (-2.83, 3.54, -3.49)
C (3.16, 0.11, 3.39)
O (3.08, 1.47, 3.64)
H (4.03, -0.16, 2.82)
H (2.24, -0.20, 2.84)
H (3.25, -0.49, 4.24)
H (3.57, 1.71, 2.80)
C (-1.40, -1.74, -3.46)
O (-0.26, -1.43, -2.90)
H (-1.27, -2.14, -4.43)
H (-2.04, -0.92, -3.55)
H (-1.81, -2.61, -2.95)
H (-0.32, -1.28, -1.99)
C (-3.85, -1.64, 4.02)
O (-2.62, -2.10, 3.55)
H (-3.73, -0.82, 4.80)
H (-4.38, -2.40, 4.55)
H (-4.46, -1.29, 3.20)
H (-2.36, -1.67, 2.72)
C (-0.05, -0.46, 4.47)
O (-0.05, 0.29, 3.28)
H (-0.06, -1.51, 4.24)
H (-0.94, -0.20, 5.04)
H (0.71, -0.10, 5.11)
H (-0.74, 0.01, 2.64)
C (4.30, -0.69, -2.91)
O (4.63, 0.42, -2.11)
H (4.76, -1.61, -2.53)
H (4.57, -0.58, -3.93)
H (3.26, -0.70, -2.77)
H (4.00, 1.05, -2.33)
C (-4.62, -1.59, -0.76)
O (-4.39, -1.42, 0.66)
H (-4.15, -0.81, -1.35)
H (-5.70, -1.58, -0.88)
H (-4.37, -2.53, -1.32)
H (-3.43, -1.22, 0.80)
C (3.25, -1.74, 0.15)
O (4.39, -1.67, 1.03)
H (2.30, -1.94, 0.72)
H (3.20, -2.64, -0.43)
H (3.05, -0.82, -0.30)
H (4.21, -2.12, 1.85)
C (0.89, 3.06, 1.89)
O (1.71, 3.98, 2.54)
H (0.76, 3.31, 0.83)
H (-0.10, 2.85, 2.29)
H (1.50, 2.14, 1.81)
H (1.70, 3.84, 3.46)
C (4.08, 1.48, 0.55)
O (4.62, 2.24, 1.64)
H (3.13, 1.02, 0.75)
H (4.75, 0.68, 0.21)
H (3.90, 2.22, -0.21)
H (5.57, 2.00, 1.76)


No. 2
The following is a DFT calculation (the ωB97M-V functional and the def2-TZVPD basis) of a single C5H8O molecule.

As for the SMILES: C1CC2(C1)CO2. The HOMO-LUMO gap is 11.124 eV. As for the multiplicity: 1. As for the HOMO energy: -10.04 eV. The largest force on an atom is 0.017 Eh/bohr. The total energy is -270.46903 a.u.

Positions of all 14 atoms, in Å:
C (-1.35, -0.27, -0.41)
C (-0.70, -0.02, 1.00)
C (0.52, 0.38, 0.17)
C (-0.24, 0.57, -1.15)
C (1.74, -0.40, 0.31)
O (1.66, 0.98, 0.68)
H (-2.35, 0.16, -0.51)
H (-1.34, -1.35, -0.59)
H (-1.22, 0.72, 1.63)
H (-0.56, -0.87, 1.69)
H (-0.54, 1.60, -1.39)
H (0.26, 0.24, -2.08)
H (1.67, -1.15, 1.10)
H (2.49, -0.58, -0.45)


No. 3
The following is a DFT calculation (the ωB97M-V functional and the def2-TZVPD basis) of a molecular structure, C2H4O3P at a distorted geometry.

The HOMO-LUMO gap (spin up / spin down) is 8.027 / 8.026 eV. As for the multiplicity: 1. As for the HOMO energy (spin up / spin down): -4.49 / -4.49 eV. Its total charge is -1. The largest force on an atom is 0.061 Eh/bohr. The total energy is -645.62937 a.u.

Positions of all 10 atoms, in Å:
C (0.67, -0.33, -0.26)
C (-0.03, 0.44, -1.08)
O (-0.73, 0.48, 3.26)
O (1.74, -0.97, -0.25)
O (-0.56, -2.42, 1.20)
P (0.27, -1.17, 1.40)
H (-0.93, 0.72, -0.67)
H (0.19, 0.58, -2.19)
H (0.00, 1.04, 2.85)
H (1.58, -1.39, 1.97)


No. 4
The following is a DFT calculation (the ωB97M-V functional and the def2-TZVPD basis) of a molecular structure, C20H28N2Ru at a distorted geometry.

The HOMO-LUMO gap (spin up / spin down) is 2.158 / 4.413 eV. As for the multiplicity: 6. As for the HOMO energy (spin up / spin down): 0.58 / -2.71 eV. Its total charge is -1. The largest force on an atom is 0.102 Eh/bohr. The total energy is -983.03055 a.u.

Positions of all 51 atoms, in Å:
C (-2.84, -1.77, -3.18)
C (-1.93, -2.84, -2.85)
C (-0.58, -2.37, -3.06)
C (-0.66, -1.02, -3.55)
C (-2.05, -0.65, -3.62)
Ru (-1.54, -1.22, -1.50)
C (-1.11, -2.51, -0.09)
C (-2.39, -1.96, 0.53)
C (-3.31, -2.82, 1.14)
N (-2.52, -0.68, 0.30)
H (0.33, -2.93, -2.90)
H (-2.22, -3.84, -2.52)
H (0.19, -0.42, -3.86)
H (-2.44, 0.31, -3.94)
H (-3.92, -1.81, -3.11)
H (-1.18, -3.57, -0.34)
H (-3.45, -0.27, 0.39)
H (-0.23, -2.24, 0.50)
H (-3.03, -3.86, 1.24)
H (-4.29, -2.43, 1.39)
C (4.03, 0.77, 2.96)
C (2.57, 0.67, 2.61)
C (1.62, 0.58, 3.63)
C (0.25, 0.49, 3.34)
C (-0.74, 0.39, 4.46)
C (-0.16, 0.53, 2.01)
C (0.76, 0.69, 0.92)
C (2.15, 0.68, 1.29)
N (0.29, 0.84, -0.33)
C (0.91, 1.78, -1.30)
C (1.56, 3.01, -0.67)
C (1.94, 1.04, -2.14)
C (-0.20, 2.30, -2.21)
H (4.25, 1.72, 3.48)
H (4.33, -0.03, 3.65)
H (4.65, 0.72, 2.07)
H (1.95, 0.57, 4.67)
H (-0.47, -0.43, 5.15)
H (-0.77, 1.31, 5.06)
H (-1.75, 0.20, 4.08)
H (-1.22, 0.47, 1.76)
H (2.90, 0.71, 0.50)
H (2.42, 2.75, -0.05)
H (1.91, 3.67, -1.47)
H (0.83, 3.56, -0.06)
H (1.51, 0.14, -2.59)
H (2.31, 1.69, -2.94)
H (2.80, 0.73, -1.53)
H (-0.96, 2.82, -1.61)
H (0.21, 3.00, -2.94)
H (-0.71, 1.49, -2.75)


No. 5
The following is a DFT calculation (the ωB97M-V functional and the def2-TZVPD basis) of 2 unconnected molecules or ions with the total composition C4H12N2O2 at a distorted geometry.

As for the SMILES: NCCCC(N)=O.O. The HOMO-LUMO gap is 9.977 eV. As for the multiplicity: 1. As for the HOMO energy: -9.17 eV. The largest force on an atom is 0.200 Eh/bohr. The total energy is -419.53697 a.u.

Positions of all 20 atoms, in Å:
N (-0.48, 1.73, 1.60)
C (-0.97, 1.75, 0.30)
C (-1.77, 0.44, -0.02)
C (-1.00, -0.55, -1.11)
C (0.24, -1.12, -0.73)
N (1.34, -0.91, -1.46)
O (0.37, -1.94, 0.27)
H (0.12, 2.61, 1.86)
H (0.00, 1.09, 1.96)
H (-0.20, 1.83, -0.53)
H (-1.70, 2.60, 0.29)
H (-2.84, 0.61, -0.32)
H (-2.04, -0.30, 0.74)
H (-0.91, -0.10, -2.11)
H (-1.61, -1.41, -1.25)
H (2.25, -0.76, -0.91)
H (1.35, -0.40, -2.24)
O (2.80, -1.42, 1.16)
H (3.22, -2.28, 1.26)
H (1.84, -1.47, 1.23)


No. 6
The following is a DFT calculation (the ωB97M-V functional and the def2-TZVPD basis) of a molecular structure, C26H32FIN4O5Zr at a distorted geometry.

The HOMO-LUMO gap (spin up / spin down) is 4.132 / 6.980 eV. As for the multiplicity: 2. As for the HOMO energy (spin up / spin down): -6.87 / -9.72 eV. Its total charge is +1. The largest force on an atom is 0.045 Eh/bohr. The total energy is -2049.64317 a.u.

Positions of all 70 atoms, in Å:
Zr (0.30, 0.06, 3.11)
F (-3.28, -0.85, -2.88)
C (-2.02, -0.38, -2.66)
C (-1.48, -0.50, -1.40)
C (-0.16, -0.07, -1.16)
C (0.43, -0.21, 0.11)
O (-0.22, -0.69, 1.16)
C (1.80, 0.23, 0.24)
C (2.45, 0.85, -0.75)
N (1.86, 1.01, -1.99)
C (2.62, 1.59, -3.06)
C (2.19, 2.92, -3.62)
C (3.43, 2.81, -2.78)
C (0.57, 0.52, -2.24)
C (-0.02, 0.64, -3.48)
C (-1.34, 0.19, -3.72)
N (-1.88, 0.35, -5.03)
C (-1.40, -0.60, -6.02)
C (-1.61, -0.04, -7.41)
N (-3.08, 0.26, -7.58)
C (-3.57, 1.22, -6.52)
C (-3.30, 0.60, -5.16)
C (2.14, 0.23, 1.69)
O (1.93, 1.29, 2.36)
O (2.13, -0.87, 2.34)
H (-2.06, -0.93, -0.59)
H (3.45, 1.25, -0.65)
H (3.03, 0.88, -3.76)
H (1.33, 3.39, -3.16)
H (2.29, 3.07, -4.68)
H (3.38, 3.23, -1.78)
H (4.40, 2.89, -3.26)
H (0.51, 1.13, -4.29)
H (-1.92, -1.57, -5.93)
H (-0.34, -0.79, -5.87)
H (-1.31, -0.73, -8.19)
H (-1.09, 0.91, -7.52)
H (-3.60, -0.62, -7.47)
H (-3.28, 0.61, -8.51)
H (-4.63, 1.40, -6.69)
H (-3.01, 2.14, -6.65)
H (-3.90, -0.32, -5.06)
H (-3.63, 1.29, -4.39)
O (-1.06, -1.43, 3.57)
N (-0.89, -2.62, 4.12)
C (0.08, -2.84, 5.02)
C (0.23, -4.09, 5.58)
C (-0.62, -5.12, 5.22)
C (-1.62, -4.86, 4.29)
C (-1.73, -3.59, 3.75)
H (0.69, -1.99, 5.28)
H (1.01, -4.24, 6.31)
H (-0.52, -6.10, 5.65)
H (-2.31, -5.62, 3.97)
H (-2.47, -3.29, 3.03)
I (-1.32, 2.25, 2.42)
C (0.71, 0.89, 7.30)
C (1.37, 0.96, 5.93)
C (1.57, 2.41, 5.53)
C (2.69, 0.20, 5.93)
O (0.48, 0.32, 4.98)
H (1.38, 1.28, 8.06)
H (0.46, -0.14, 7.55)
H (-0.21, 1.48, 7.30)
H (2.15, 2.92, 6.30)
H (0.61, 2.91, 5.43)
H (2.11, 2.49, 4.58)
H (3.43, 0.76, 6.50)
H (3.06, 0.07, 4.92)
H (2.57, -0.78, 6.40)


> What is the largest force on an atom in the sixth record?

0.045 Eh/bohr


> Which of these has the highest multiplicity?

C20H28N2Ru


> What is the largest force on an atom in the first record?

0.105 Eh/bohr